{
  "formula": "C17H16BrClN2O3S",
  "method": "the ωB97M-V functional and the def2-TZVPD basis",
  "smiles": "CC(=O)N1CCc2cc(Br)cc(S(=O)(=O)NCc3ccc(Cl)cc3)c21",
  "gap_ha": 0.333,
  "charge": 0,
  "symbols": ["C", "C", "O", "N", "C", "C", "C", "C", "C", "Br", "C", "C", "S", "O", "O", "N", "C", "C", "C", "C", "C", "Cl", "C", "C", "C", "H", "H", "H", "H", "H", "H", "H", "H", "H", "H", "H", "H", "H", "H", "H", "H"],
  "positions_angstrom": [[2.992, 2.826, 2.427], [2.314, 1.956, 1.406], [1.836, 0.868, 1.665], [2.303, 2.445, 0.131], [3.272, 3.373, -0.442], [3.490, 2.868, -1.882], [2.262, 2.039, -2.124], [1.762, 1.506, -3.288], [0.552, 0.819, -3.221], [-0.157, 0.057, -4.805], [-0.168, 0.728, -2.044], [0.347, 1.255, -0.869], [-0.796, 1.465, 0.520], [-0.361, 2.612, 1.259], [-2.095, 1.493, -0.083], [-0.751, 0.151, 1.510], [-1.144, -1.110, 0.912], [-1.422, -2.112, 1.999], [-0.377, -2.830, 2.567], [-0.609, -3.729, 3.592], [-1.903, -3.909, 4.054], [-2.203, -5.034, 5.330], [-2.958, -3.197, 3.506], [-2.710, -2.300, 2.482], [1.589, 1.860, -0.908], [2.685, 3.861, 2.303], [2.711, 2.477, 3.416], [4.075, 2.757, 2.331], [4.194, 3.380, 0.138], [2.849, 4.384, -0.447], [3.581, 3.687, -2.594], [4.388, 2.250, -1.958], [2.274, 1.627, -4.230], [-1.155, 0.294, -2.024], [0.124, 0.119, 2.017], [-0.366, -1.493, 0.235], [-2.048, -0.897, 0.338], [0.630, -2.684, 2.205], [0.204, -4.287, 4.030], [-3.959, -3.344, 3.878], [-3.525, -1.737, 2.055]],
  "forces_ev_per_a": [[-0.14, -0.14, 0.12], [0.52, 0.03, 0.01], [0.12, -0.09, 0.22], [-0.02, 0.05, 0.01], [0.27, 0.48, 0.03], [0.13, -0.10, 0.04], [-0.27, -0.06, 0.37], [-0.21, -0.06, 0.10], [-0.03, -0.05, -0.05], [0.00, 0.02, 0.04], [-0.02, -0.13, -0.24], [-0.36, 0.23, 0.53], [-0.09, 0.08, 0.01], [0.16, -0.18, 0.09], [-0.05, -0.33, -0.11], [-0.09, 0.87, -0.31], [-0.21, -0.30, -0.22], [0.04, -0.01, -0.05], [-0.15, 0.04, -0.06], [-0.05, -0.05, 0.10], [0.07, 0.18, -0.20], [-0.04, -0.15, 0.17], [0.02, -0.06, 0.06], [0.13, -0.02, -0.02], [0.05, -0.25, -0.46], [0.04, 0.13, 0.00], [0.00, -0.02, -0.01], [0.06, 0.02, -0.02], [-0.08, 0.04, -0.03], [0.09, -0.04, -0.01], [0.03, 0.01, 0.04], [0.03, 0.04, 0.02], [0.04, 0.00, -0.09], [-0.08, -0.04, -0.12], [0.15, 0.12, 0.05], [-0.12, 0.01, 0.04], [0.07, -0.25, -0.02], [0.14, 0.00, -0.06], [0.05, -0.06, 0.05], [-0.08, -0.03, 0.05], [-0.11, 0.07, -0.05]],
  "lowdin_charge": [0.02, -0.47, 0.04, 0.01, -0.10, -0.07, -0.14, -0.06, -0.67, 0.75, -0.11, -0.16, 0.66, -0.26, -0.28, -0.11, -0.19, -0.21, -0.03, -0.10, -0.68, 0.67, -0.10, -0.02, -0.14, 0.09, 0.09, 0.09, 0.12, 0.13, 0.12, 0.12, 0.11, 0.11, 0.08, 0.13, 0.12, 0.12, 0.10, 0.11, 0.12]
}

{
  "formula": "C2H3FNO2",
  "method": "the ωB97M-V functional and the def2-TZVPD basis",
  "gap_ha": 0.274,
  "charge": -1,
  "symbols": ["C", "C", "N", "O", "O", "F", "H", "H", "H"],
  "positions_angstrom": [[2.190, 1.797, -0.172], [-0.586, -0.319, 0.207], [0.601, -0.090, 0.609], [1.420, 2.389, -0.764], [3.039, 1.298, 0.443], [-0.703, -1.631, -1.193], [-0.923, 0.512, -0.451], [-1.433, -0.790, 0.775], [1.119, -0.852, 1.223]],
  "forces_ev_per_a": [[0.99, -1.69, 1.68], [-1.75, 0.69, -0.40], [3.12, -1.62, 1.53], [-1.57, 1.46, -1.54], [0.64, 0.13, -0.06], [-0.14, 0.24, 0.35], [-0.23, -0.69, 0.26], [0.92, -0.27, -0.57], [-1.97, 1.74, -1.25]],
  "lowdin_charge": [-0.51, -0.34, -0.09, 0.18, 0.14, -0.57, 0.06, 0.06, 0.06]
}

{
  "formula": "H2KO",
  "method": "the ωB97M-V functional and the def2-TZVPD basis",
  "gap_ha": 0.354,
  "charge": 1,
  "symbols": ["O", "H", "H", "K"],
  "positions_angstrom": [[-0.553, 0.832, 0.254], [-0.313, 1.640, -0.254], [-1.406, 1.059, 0.691], [2.272, -3.531, -0.691]],
  "forces_ev_per_a": [[-0.53, 0.93, -0.13], [-0.33, -0.81, 0.58], [0.91, -0.19, -0.47], [-0.05, 0.06, 0.02]],
  "lowdin_charge": [-0.10, 0.05, 0.05, 1.00]
}

{
  "formula": "C6H33N2O11",
  "method": "the ωB97M-V functional and the def2-TZVPD basis",
  "gap_ha": 0.353,
  "charge": 1,
  "symbols": ["C", "C", "N", "C", "C", "N", "C", "C", "H", "H", "H", "H", "H", "H", "H", "H", "H", "H", "H", "O", "H", "H", "O", "H", "H", "O", "H", "H", "O", "H", "H", "O", "H", "H", "O", "H", "H", "O", "H", "H", "O", "H", "H", "O", "H", "H", "O", "H", "H", "O", "H", "H"],
  "positions_angstrom": [[2.696, 0.848, -0.521], [1.833, 0.910, 0.773], [0.397, 1.105, 0.450], [-0.056, 1.990, -0.510], [-1.448, 1.794, -0.532], [-1.778, 0.801, 0.338], [-0.660, 0.399, 1.035], [-3.118, 0.332, 0.476], [3.735, 0.565, -0.351], [2.529, 1.810, -1.006], [2.292, 0.087, -1.189], [2.123, 1.820, 1.297], [1.988, -0.013, 1.333], [0.604, 2.638, -1.067], [-2.276, 2.205, -1.090], [-0.614, -0.410, 1.749], [-3.206, -0.743, 0.632], [-3.619, 0.469, -0.483], [-3.553, 0.743, 1.387], [-6.966, -0.991, 6.227], [-7.790, -0.752, 6.651], [-7.212, -1.650, 5.578], [3.236, -4.583, -4.565], [3.767, -4.273, -5.299], [2.333, -4.409, -4.831], [-4.311, 0.851, -6.170], [-3.465, 1.079, -5.786], [-4.221, -0.068, -6.422], [0.415, -2.407, 7.340], [0.907, -3.200, 7.126], [-0.472, -2.718, 7.521], [-5.559, 6.399, -3.020], [-6.482, 6.652, -3.025], [-5.152, 6.988, -2.385], [-0.521, -4.890, 0.469], [-1.252, -4.825, -0.146], [-0.936, -4.966, 1.328], [-3.233, 2.482, 7.103], [-3.731, 2.559, 7.916], [-3.741, 1.873, 6.567], [4.033, 6.979, -3.280], [3.436, 6.344, -3.677], [4.861, 6.852, -3.743], [11.194, 1.669, 1.033], [10.791, 1.087, 0.389], [11.478, 1.086, 1.737], [-4.094, -5.360, -2.203], [-4.821, -5.477, -1.592], [-4.043, -6.190, -2.678], [8.112, -4.284, -3.383], [7.290, -4.033, -3.803], [8.280, -5.173, -3.696]],
  "forces_ev_per_a": [[-1.51, -0.18, 0.16], [0.81, 0.28, -0.78], [-1.23, -1.45, 1.03], [-2.40, -1.18, 0.97], [1.35, 0.16, -0.41], [2.86, -0.17, 1.19], [0.45, 1.97, -3.26], [-1.05, -1.16, 0.56], [-0.10, 0.55, 0.24], [0.87, -0.08, -0.23], [-0.07, -0.09, -0.02], [0.15, -0.41, 0.52], [-0.38, 0.33, 0.31], [-0.27, -0.08, 0.13], [0.48, 0.34, -0.23], [0.18, 0.20, -0.04], [0.70, -0.15, -0.04], [-0.34, 0.60, 0.46], [-0.47, 0.52, -0.54], [0.28, 0.11, -0.03], [-0.20, 0.09, 0.16], [-0.06, -0.19, -0.14], [0.09, -0.01, 0.24], [0.16, 0.04, -0.21], [-0.24, -0.02, -0.05], [-0.16, 0.12, 0.09], [0.20, 0.12, 0.03], [-0.04, -0.25, -0.13], [0.05, 0.23, -0.13], [0.18, -0.20, 0.00], [-0.24, -0.04, 0.12], [0.16, -0.23, -0.05], [-0.26, 0.05, -0.06], [0.12, 0.18, 0.13], [0.22, 0.24, 0.01], [-0.22, -0.09, -0.28], [-0.06, -0.13, 0.24], [0.23, 0.10, -0.15], [-0.10, 0.05, 0.24], [-0.15, -0.17, -0.10], [-0.10, 0.06, 0.22], [-0.16, -0.10, -0.13], [0.26, 0.04, -0.11], [-0.04, 0.23, -0.01], [-0.08, -0.12, -0.20], [0.12, -0.11, 0.21], [0.21, 0.27, 0.08], [-0.22, -0.03, 0.13], [0.05, -0.22, -0.17], [0.11, 0.17, 0.14], [-0.21, 0.07, -0.08], [0.09, -0.24, -0.05]],
  "lowdin_charge": [-0.05, -0.14, -0.06, 0.03, 0.01, -0.12, 0.08, 0.00, 0.09, 0.06, 0.08, 0.13, 0.13, 0.13, 0.14, 0.16, 0.11, 0.11, 0.11, -0.06, 0.03, 0.03, -0.05, 0.03, 0.03, -0.05, 0.02, 0.03, -0.06, 0.03, 0.03, -0.06, 0.03, 0.03, -0.05, 0.02, 0.03, -0.05, 0.03, 0.02, -0.05, 0.02, 0.03, -0.05, 0.03, 0.03, -0.06, 0.03, 0.03, -0.05, 0.02, 0.03]
}

{
  "formula": "C5H10O2",
  "method": "the ωB97M-V functional and the def2-TZVPD basis",
  "gap_ha": [0.318, 0.283],
  "charge": 0,
  "symbols": ["O", "C", "C", "C", "C", "O", "C", "H", "H", "H", "H", "H", "H", "H", "H", "H", "H"],
  "positions_angstrom": [[2.891, -0.031, 0.548], [1.549, -0.587, 0.300], [0.452, 0.216, 0.921], [-0.464, 1.153, 0.324], [-2.028, 0.718, -0.035], [-2.039, -0.598, -0.562], [-0.937, -1.005, -1.183], [3.359, -0.873, 0.409], [1.874, -0.618, -0.696], [1.382, -1.634, 0.735], [0.648, 0.227, 2.027], [-0.630, 2.054, 0.951], [0.000, 1.317, -0.670], [-2.317, 1.499, -0.775], [-2.717, 0.653, 0.829], [-0.537, -0.460, -2.103], [-0.486, -2.032, -1.020]],
  "forces_ev_per_a": [[0.47, -0.93, 2.04], [-0.05, -0.29, 1.11], [1.18, -0.79, 1.39], [-1.59, 0.28, -0.84], [1.63, 0.38, 0.31], [-0.10, -0.29, 0.04], [1.94, -0.77, -1.61], [0.78, 0.82, 0.30], [-2.52, -0.60, -2.53], [0.81, 1.13, -0.49], [-0.64, -0.03, -0.94], [0.44, -0.20, -0.54], [-0.59, 0.72, 0.37], [-0.23, -0.67, 0.41], [0.49, 0.47, -0.41], [-0.76, -0.51, 1.34], [-1.25, 1.27, 0.04]],
  "lowdin_charge": [-0.11, -0.30, -0.09, -0.19, -0.15, -0.17, -0.08, 0.08, 0.09, 0.13, 0.12, 0.11, 0.11, 0.12, 0.12, 0.10, 0.09]
}

The following energy relative to the best compared isomer or geometry (same formula, charge and spin) values (in kcal/mol) correspond, in order, to the records above: 0.0, 34.7, 12.0, 130.3, 161.7.
The following total energy values (in eV) correspond, in order, to the records above: -120412.0362, -10425.5927, -18399.3756, -32252.7499, -9436.0328.